{
  "formula": "C48H49N10O19",
  "method": "wB97M-V/def2-TZVPD",
  "e_tot_ev": -104325.2122,
  "multiplicity": 1,
  "homo_ev": -7.40,
  "charge": -1,
  "relative_energy_kj_mol": 288.0,
  "gap_ev": 7.630,
  "symbols": ["N", "O", "O", "O", "C", "C", "C", "C", "C", "C", "N", "O", "O", "H", "H", "H", "H", "H", "C", "C", "C", "C", "C", "C", "N", "O", "O", "H", "H", "H", "H", "H", "C", "C", "C", "C", "C", "C", "N", "O", "O", "H", "H", "H", "H", "H", "C", "C", "C", "C", "C", "C", "N", "O", "O", "H", "H", "H", "H", "H", "C", "C", "C", "C", "C", "C", "N", "O", "O", "H", "H", "H", "H", "H", "C", "C", "C", "C", "C", "C", "N", "O", "O", "H", "H", "H", "H", "H", "C", "C", "C", "C", "C", "C", "N", "O", "O", "H", "H", "H", "H", "H", "C", "O", "N", "C", "C", "H", "H", "H", "H", "H", "H", "H", "C", "O", "N", "C", "C", "H", "H", "H", "H", "H", "H", "H"],
  "xyz": [[41.147000, 31.164000, 44.502000], [41.739000, 32.227000, 44.110000], [39.926000, 31.073000, 44.276000], [41.709000, 30.145000, 45.085000], [42.740000, 29.050000, 49.294000], [42.597000, 28.859000, 47.789000], [42.209000, 27.514000, 47.213000], [41.822000, 26.474000, 48.257000], [42.174000, 26.621000, 49.759000], [42.606000, 28.035000, 50.212000], [41.372000, 25.136000, 47.674000], [40.942000, 24.321000, 48.634000], [41.545000, 24.837000, 46.579000], [43.361000, 29.764000, 49.572000], [43.003000, 29.592000, 47.342000], [42.014000, 27.478000, 46.174000], [42.045000, 25.880000, 50.507000], [42.800000, 28.308000, 51.207000], [38.770000, 33.521000, 48.074000], [39.225000, 34.561000, 49.124000], [40.212000, 35.728000, 48.631000], [40.796000, 35.600000, 47.170000], [40.327000, 34.607000, 46.251000], [39.311000, 33.673000, 46.806000], [41.814000, 36.622000, 46.780000], [42.283000, 37.438000, 47.657000], [42.239000, 36.542000, 45.608000], [38.056000, 32.679000, 48.163000], [38.743000, 34.753000, 50.119000], [40.619000, 36.313000, 49.433000], [40.355000, 34.521000, 45.066000], [38.912000, 32.985000, 45.953000], [41.243000, 33.823000, 41.247000], [41.645000, 34.444000, 39.850000], [40.479000, 34.606000, 38.764000], [39.067000, 34.365000, 39.212000], [38.770000, 33.824000, 40.654000], [40.025000, 33.682000, 41.669000], [37.934000, 34.538000, 38.344000], [38.208000, 35.036000, 37.167000], [36.780000, 34.561000, 38.706000], [42.021000, 33.756000, 41.762000], [42.834000, 34.547000, 39.523000], [40.731000, 35.057000, 37.734000], [37.757000, 33.773000, 40.992000], [39.717000, 33.515000, 42.675000], [43.715000, 26.894000, 44.141000], [42.348000, 27.096000, 43.547000], [41.458000, 26.026000, 43.031000], [41.802000, 24.557000, 43.506000], [43.181000, 24.365000, 44.243000], [44.058000, 25.553000, 44.440000], [40.849000, 23.580000, 43.221000], [39.765000, 23.889000, 42.718000], [41.182000, 22.442000, 43.397000], [44.462000, 27.729000, 44.336000], [41.923000, 28.280000, 43.235000], [40.507000, 26.138000, 42.489000], [43.488000, 23.381000, 44.701000], [44.943000, 25.372000, 44.858000], [44.819000, 30.212000, 44.504000], [44.451000, 30.110000, 42.984000], [45.560000, 30.193000, 41.991000], [47.026000, 30.203000, 42.462000], [47.368000, 29.959000, 43.976000], [46.131000, 30.055000, 44.964000], [48.133000, 30.102000, 41.485000], [47.842000, 29.855000, 40.351000], [49.309000, 30.053000, 42.064000], [44.060000, 30.203000, 45.302000], [43.307000, 30.162000, 42.671000], [45.098000, 30.408000, 40.949000], [48.333000, 29.557000, 44.368000], [46.326000, 30.037000, 46.024000], [35.525000, 32.137000, 43.629000], [36.528000, 30.967000, 43.123000], [35.781000, 29.650000, 42.779000], [34.431000, 29.402000, 43.320000], [33.468000, 30.565000, 43.643000], [34.162000, 31.924000, 43.809000], [33.760000, 28.140000, 43.168000], [32.457000, 28.045000, 43.408000], [34.413000, 27.276000, 42.791000], [35.931000, 33.126000, 43.716000], [37.522000, 31.044000, 42.953000], [36.534000, 29.066000, 42.572000], [32.416000, 30.429000, 44.060000], [33.577000, 32.787000, 44.211000], [45.181000, 33.331000, 46.337000], [43.964000, 32.720000, 47.046000], [43.475000, 33.161000, 48.489000], [44.372000, 34.251000, 49.181000], [45.684000, 34.671000, 48.335000], [46.010000, 34.148000, 46.949000], [44.059000, 34.743000, 50.583000], [42.910000, 34.436000, 51.078000], [44.822000, 35.589000, 51.132000], [45.576000, 32.792000, 45.321000], [43.258000, 32.036000, 46.569000], [42.486000, 32.720000, 49.023000], [46.443000, 35.335000, 48.929000], [46.861000, 34.646000, 46.292000], [41.671000, 30.047000, 40.683000], [42.730000, 29.962000, 40.126000], [40.855000, 28.943000, 40.667000], [39.612000, 28.983000, 41.617000], [41.058000, 27.776000, 39.787000], [40.957000, 30.714000, 41.148000], [39.767000, 28.775000, 42.666000], [38.811000, 28.364000, 41.189000], [39.180000, 30.118000, 41.673000], [40.234000, 27.039000, 39.924000], [42.139000, 27.316000, 40.287000], [41.113000, 28.312000, 38.758000], [37.375000, 30.310000, 46.483000], [36.320000, 30.972000, 46.383000], [37.735000, 29.763000, 47.633000], [38.880000, 29.011000, 47.657000], [36.952000, 29.986000, 48.916000], [37.901000, 30.214000, 45.624000], [39.739000, 29.239000, 48.339000], [39.504000, 28.868000, 46.774000], [38.484000, 28.023000, 47.844000], [37.439000, 30.888000, 49.387000], [36.966000, 29.058000, 49.593000], [35.878000, 30.063000, 48.688000]],
  "forces_ev_per_a": [[-0.12, -0.30, -0.25], [0.08, -2.16, 1.19], [-0.10, 0.02, 0.07], [-0.09, 2.46, -1.01], [-1.61, -5.03, -5.06], [-2.74, -8.78, 6.26], [-0.50, 2.60, 6.06], [2.38, 2.22, 0.78], [-0.46, 4.57, -3.85], [-1.98, -3.87, -3.26], [-0.69, -1.07, 8.82], [1.06, 2.58, -3.43], [0.14, -0.47, -3.71], [1.96, 4.20, 1.25], [2.25, 5.07, -4.25], [-0.05, -0.62, -0.82], [-0.24, -0.82, 0.02], [0.32, -0.44, 1.37], [1.86, 3.05, 1.55], [1.45, 2.13, -4.04], [-1.76, -6.14, -2.47], [-1.91, -0.21, 2.89], [-2.32, 0.10, 0.95], [0.74, -0.36, -2.90], [2.05, 0.94, 0.10], [-1.85, -2.60, -2.68], [-0.96, 0.45, 2.47], [0.37, 0.92, 0.58], [0.69, -0.68, -1.07], [0.20, 0.62, -0.31], [0.91, 0.56, 2.99], [0.69, 1.00, 1.84], [-1.11, 3.73, -9.44], [-3.38, -1.76, -1.70], [1.85, 0.10, 3.35], [2.39, -2.54, 4.92], [5.59, 2.32, -2.32], [-7.73, 0.17, -2.99], [0.12, 4.16, -4.35], [0.01, -2.12, 3.01], [0.46, -1.28, 1.05], [6.27, -0.93, 5.02], [-3.64, -0.19, 0.98], [-0.68, -0.98, 1.90], [-0.36, -0.24, 0.08], [0.21, -0.60, 0.57], [-2.64, -1.17, -1.07], [-0.81, 1.37, -2.23], [3.41, -2.30, 3.77], [4.68, 6.40, 1.12], [-2.69, 2.14, -1.59], [-5.50, -0.56, -2.18], [-1.14, -0.55, -1.24], [0.57, 0.35, 0.50], [0.39, -1.68, 0.60], [-1.46, -1.13, -0.30], [1.66, -3.72, 1.20], [0.70, 0.31, 0.43], [-0.57, 1.21, -0.88], [3.51, -0.80, 1.68], [0.36, -1.30, -2.89], [2.29, 1.36, 1.52], [-1.21, 0.68, 2.42], [-2.38, -1.26, 3.96], [-4.78, 0.59, -1.99], [2.44, 0.14, -4.14], [1.95, -1.39, 3.80], [0.82, 0.53, -0.46], [-3.37, 0.54, -2.82], [-0.05, 0.24, -0.99], [2.96, -0.10, 0.69], [1.71, -0.70, 1.55], [-0.83, 0.93, -0.77], [0.15, -0.11, 0.11], [2.38, -4.11, -2.08], [-10.82, -0.56, 0.81], [-2.07, 7.29, 4.83], [-1.92, 5.58, -0.80], [4.66, 0.34, 1.09], [-1.08, -2.56, -0.02], [-5.91, 2.78, 1.59], [4.35, 0.46, -0.55], [2.51, -4.46, -1.54], [0.17, 0.24, 0.40], [2.93, 0.53, -0.47], [2.82, -4.47, -1.57], [1.74, -0.07, -1.07], [0.34, -0.95, -0.61], [-3.67, -5.83, -1.34], [0.28, 2.89, 3.34], [2.62, 1.37, -1.62], [1.74, -2.52, -4.58], [-1.74, -0.78, 1.94], [1.64, 4.75, 3.38], [-1.62, 1.87, 0.92], [3.83, 0.42, -1.74], [-1.64, -2.71, -1.68], [-1.60, 1.62, 2.39], [0.52, 0.16, -0.23], [2.64, 1.21, -1.53], [-1.70, -1.20, -1.44], [-1.55, -1.18, 2.05], [-2.56, -3.72, -0.64], [1.64, 1.77, -0.29], [-3.33, -0.52, 2.32], [-0.10, 2.81, -1.90], [2.89, 0.85, 1.50], [1.29, 2.29, 0.59], [0.58, -0.52, 0.14], [0.38, 0.13, 0.15], [1.07, -2.56, -0.44], [0.70, 0.69, -0.34], [-2.90, 0.78, -2.37], [0.36, -1.93, 1.34], [-5.09, 2.43, 2.05], [0.86, -0.35, 0.19], [-1.28, 1.82, 0.92], [3.18, -3.09, 0.95], [0.79, -0.89, -0.52], [2.63, -0.91, -2.38], [-1.23, 0.29, 0.37], [-0.87, 0.73, -0.90], [0.83, -0.99, 0.62], [-1.03, -1.01, -0.04], [0.74, 1.32, -1.03], [0.61, 0.73, -0.17]]
}